{
  "formula": "C5H15NS",
  "method": "ωB97M-V/def2-TZVPD",
  "symbols": ["C", "C", "N", "C", "H", "H", "H", "H", "H", "H", "H", "H", "H", "C", "C", "S", "H", "H", "H", "H", "H", "H"],
  "coordinates": [[-1.14, -1.96, 0.86], [-0.04, -1.39, 1.74], [0.18, 0.03, 1.50], [1.32, 0.61, 2.20], [-0.82, -1.95, -0.18], [-1.35, -2.98, 1.18], [-2.06, -1.39, 0.95], [-0.28, -1.57, 2.81], [0.90, -1.92, 1.55], [-0.67, 0.57, 1.64], [1.25, 0.48, 3.28], [1.39, 1.68, 1.98], [2.25, 0.13, 1.88], [0.93, -0.56, -2.31], [-0.28, 0.32, -2.52], [-0.55, 1.57, -0.88], [0.72, -1.35, -1.58], [1.77, 0.04, -1.96], [1.19, -1.06, -3.25], [-1.24, -0.19, -2.60], [-0.16, 1.10, -3.26], [0.02, 0.61, 0.07]],
  "homo_lumo_gap_ev": 8.924,
  "de_lowest_ev": 1.104,
  "e_tot_ev": -17752.487,
  "smiles": "CCNC.CCS"
}

{
  "formula": "C5H8O",
  "method": "ωB97M-V/def2-TZVPD",
  "symbols": ["C", "C", "C", "C", "C", "O", "H", "H", "H", "H", "H", "H", "H", "H"],
  "coordinates": [[-0.79, -1.36, 0.94], [-0.18, -0.07, 1.42], [0.73, 0.23, -2.06], [0.84, 1.34, -1.35], [-0.94, 1.21, 1.39], [-0.88, 0.59, 2.52], [-0.76, -2.13, 1.71], [-1.83, -1.21, 0.63], [-0.23, -1.71, 0.07], [0.90, -0.04, 1.54], [1.60, -0.28, -2.46], [-0.24, -0.21, -2.29], [1.81, 1.79, -1.12], [-0.03, 1.85, -0.94]],
  "homo_lumo_gap_ev": 10.175,
  "de_lowest_ev": 4.447,
  "e_tot_ev": -7357.808
}

{
  "formula": "C2H5FNO",
  "method": "ωB97M-V/def2-TZVPD",
  "symbols": ["C", "C", "N", "O", "F", "H", "H", "H", "H", "H"],
  "coordinates": [[-1.09, -0.21, -0.01], [0.28, 0.16, 0.40], [1.24, -0.40, -0.20], [2.46, -0.62, 0.04], [0.14, 2.34, -0.10], [-1.28, 0.01, -1.04], [-1.85, 0.32, 0.53], [-1.25, -1.21, 0.00], [0.48, 0.42, 1.49], [0.87, -0.81, -1.12]],
  "homo_lumo_gap_ev": 7.296,
  "de_lowest_ev": 3.614,
  "e_tot_ev": -8408.030,
  "total_charge": -1
}

{
  "formula": "C3H5AgLiO4",
  "method": "ωB97M-V/def2-TZVPD",
  "symbols": ["O", "C", "C", "O", "O", "C", "Li", "H", "H", "H", "H", "Ag", "O", "H"],
  "coordinates": [[0.20, -0.53, 0.08], [1.64, -0.25, 0.42], [-0.58, 0.43, -0.16], [2.20, -1.28, 0.75], [1.94, 0.92, 0.41], [-1.98, 0.16, -0.46], [3.40, 1.95, 0.91], [-0.17, 1.44, -0.15], [-2.54, 1.04, -0.09], [-2.30, -0.84, -0.14], [-2.06, 0.22, -1.56], [2.47, -3.76, 1.05], [-1.37, 1.00, 2.75], [-2.17, 0.56, 3.09]],
  "homo_lumo_gap_ev": [10.177, 9.291],
  "de_lowest_ev": 0.000,
  "e_tot_ev": -15567.625,
  "spin_multiplicity": 2,
  "total_charge": 2
}

{
  "formula": "CH4N2OS",
  "method": "ωB97M-V/def2-TZVPD",
  "symbols": ["N", "C", "O", "N", "S", "H", "H", "H", "H"],
  "coordinates": [[-1.38, -0.05, -0.42], [-0.43, 0.63, 0.30], [-0.64, 1.59, 1.02], [0.96, 0.29, 0.23], [1.70, -0.94, -0.59], [-1.03, -0.67, -1.18], [-2.25, 0.35, -0.52], [1.44, 0.75, 0.94], [1.63, -1.95, 0.22]],
  "homo_lumo_gap_ev": 10.559,
  "de_lowest_ev": 0.179,
  "e_tot_ev": -16965.010,
  "smiles": "NC(=O)NS"
}

{
  "formula": "C6H10ClN3O",
  "method": "ωB97M-V/def2-TZVPD",
  "symbols": ["C", "C", "C", "C", "C", "C", "N", "N", "N", "O", "Cl", "H", "H", "H", "H", "H", "H", "H", "H", "H", "H"],
  "coordinates": [[-0.16, -0.12, 1.63], [-0.56, 0.35, -2.47], [-1.05, 1.60, -1.79], [0.81, -0.03, -1.92], [-0.96, 1.35, -0.25], [0.88, -1.75, 3.07], [-0.08, 0.42, 0.22], [0.81, -0.37, -0.47], [0.44, -1.27, 1.75], [-0.65, 0.49, 2.51], [-2.16, 2.07, 0.73], [-1.21, -0.46, -2.39], [-0.58, 0.51, -3.58], [-0.45, 2.47, -1.96], [-2.17, 2.01, -1.89], [1.24, -0.97, -2.31], [1.59, 0.79, -2.18], [0.30, -2.46, 3.52], [1.87, -2.20, 3.10], [1.12, -0.76, 3.68], [0.98, -1.69, 1.00]],
  "homo_lumo_gap_ev": [7.974, 7.975],
  "de_lowest_ev": 0.455,
  "e_tot_ev": -25421.393
}